The following is a quantum chemistry calculation of a molecular structure, C22H30CoN2O3S3Se2, from the Open Molecules 2025 dataset.

Computed properties:
Frontier orbital gap (spin up / spin down) (eV): 6.941 / 6.840
Energy above the lowest of the compared OMol25 structures with the same formula, charge and spin (kcal per mole): 0.0
Spin multiplicity: 2
Expectation value of S²: 0.831

Atoms and positions in Å:
1 Co -0.983 -0.401 0.137
2 C -0.110 -0.680 4.350
3 C -0.435 0.077 3.075
4 C -0.985 1.468 3.362
5 O -1.403 -0.677 2.310
6 C 0.827 0.208 2.196
7 O 1.879 0.486 2.752
8 O 0.702 0.024 0.929
9 H -1.001 -0.759 4.979
10 H 0.669 -0.157 4.901
11 H 0.245 -1.685 4.117
12 H -1.850 1.397 4.029
13 H -1.290 1.954 2.435
14 H -0.224 2.073 3.854
15 H -2.251 -0.632 2.765
16 C -4.470 0.822 -0.438
17 C -4.030 -0.581 -0.666
18 N -2.846 -1.098 -0.438
19 C -2.834 -2.456 -0.708
20 C -4.001 -2.962 -1.175
21 S -5.164 -1.720 -1.258
22 C -1.608 -3.187 -0.412
23 C -1.371 -4.512 -0.562
24 S 0.213 -4.867 -0.039
25 C 0.480 -3.210 0.350
26 N -0.560 -2.457 0.110
27 C 1.799 -2.785 0.896
28 H -3.934 1.505 -1.094
29 H -4.248 1.123 0.586
30 H -5.542 0.910 -0.614
31 H -4.223 -3.979 -1.450
32 H -2.035 -5.271 -0.941
33 H 1.912 -3.134 1.924
34 H 1.880 -1.704 0.865
35 H 2.604 -3.210 0.296
36 C 4.254 0.180 -0.227
37 Se 3.436 -0.598 -1.809
38 C 2.117 0.825 -2.023
39 C 1.101 0.554 -3.112
40 Se -0.305 -0.732 -2.695
41 C 0.597 -2.388 -3.182
42 H 4.727 1.125 -0.485
43 H 5.010 -0.516 0.130
44 H 3.499 0.336 0.541
45 H 2.658 1.743 -2.263
46 H 1.633 0.948 -1.058
47 H 1.560 0.234 -4.048
48 H 0.549 1.472 -3.311
49 H 0.938 -2.336 -4.214
50 H -0.142 -3.183 -3.093
51 H 1.435 -2.581 -2.518
52 S -1.470 1.758 -0.476
53 C -0.084 2.859 -0.545
54 C 0.817 3.060 0.500
55 C 1.869 3.956 0.368
56 C 2.035 4.688 -0.799
57 C 1.127 4.518 -1.835
58 C 0.083 3.614 -1.710
59 H 0.715 2.510 1.421
60 H 2.562 4.077 1.192
61 H 2.856 5.386 -0.898
62 H 1.232 5.089 -2.750
63 H -0.621 3.481 -2.523